Record 1
ORCA calculation (ωB97M-V/def2-TZVPD) on a structure of composition C39H59N5O4SSe2SiZr.

The geometry in XYZ format:
```
112
Properties=species:S:1:pos:R:3:forces:R:3:lowdin_charge:R:1
Zr -0.811 -0.688 -0.692 0.653 -0.216 0.047 0.838
O -0.861 -4.998 0.139 0.012 0.009 0.007 0.039
C -1.104 -3.814 -0.076 -0.037 -0.013 0.030 -0.519
N -0.276 -2.768 -0.028 -0.029 0.066 -0.163 -0.131
C 1.137 -3.072 -0.055 0.000 0.015 -0.032 -0.168
C 1.617 -2.714 -1.442 -0.017 0.018 0.045 -0.258
C 2.666 -3.361 -2.076 0.041 -0.004 0.012 -0.014
C 3.006 -2.996 -3.367 0.006 0.011 0.000 -0.051
C 2.285 -1.990 -3.992 -0.009 -0.002 0.006 -0.050
C 1.253 -1.385 -3.298 0.006 -0.019 -0.006 -0.144
N 0.927 -1.733 -2.047 -0.008 0.076 -0.018 -0.011
C -2.481 -3.414 -0.550 0.013 0.006 -0.032 -0.186
C -3.532 -4.309 -0.526 0.018 -0.010 -0.005 0.001
C -4.740 -3.927 -1.083 -0.010 0.008 -0.009 -0.032
C -4.840 -2.679 -1.677 0.002 -0.007 0.005 -0.039
C -3.741 -1.841 -1.665 -0.009 0.034 0.016 -0.136
N -2.584 -2.192 -1.093 -0.088 0.053 0.217 0.001
H 1.329 -4.125 0.158 -0.010 -0.004 -0.004 0.122
H 1.676 -2.463 0.681 -0.009 -0.009 0.004 0.102
H 3.185 -4.158 -1.560 -0.001 -0.002 -0.003 0.122
H 3.812 -3.499 -3.886 0.000 0.005 0.003 0.113
H 2.509 -1.677 -5.003 0.001 -0.002 0.002 0.113
H 0.642 -0.601 -3.729 -0.004 0.003 -0.003 0.039
H -3.364 -5.282 -0.086 0.001 0.001 0.000 0.124
H -5.587 -4.601 -1.074 0.001 -0.001 -0.005 0.113
H -5.755 -2.350 -2.150 -0.002 0.001 0.002 0.110
H -3.748 -0.865 -2.127 -0.007 0.015 0.008 0.039
C 4.238 3.739 -1.109 -0.011 0.011 -0.014 -0.094
C 2.815 4.224 -1.382 -0.006 -0.008 0.012 -0.238
C 2.232 3.796 -2.732 0.003 -0.005 -0.009 -0.174
C 1.652 2.387 -2.779 -0.003 0.011 0.027 -0.187
N 2.652 1.350 -2.531 0.026 -0.021 -0.018 -0.001
C 2.808 0.651 -1.390 0.014 0.038 0.038 -0.633
Se 1.696 0.685 0.109 -0.123 -0.043 -0.049 0.676
N 3.941 -0.081 -1.498 -0.002 -0.028 0.011 0.006
C 4.523 -0.871 -0.416 0.006 -0.012 -0.025 -0.151
C 5.307 -0.005 0.564 -0.003 -0.005 0.019 -0.181
C 6.568 0.629 -0.018 0.000 0.011 0.000 -0.253
C 7.698 -0.370 -0.235 0.002 -0.003 -0.009 -0.104
C 4.508 0.131 -2.747 0.004 0.010 -0.014 -0.166
C 5.629 -0.407 -3.365 0.004 -0.018 -0.004 -0.005
C 5.881 -0.008 -4.665 -0.008 0.010 -0.007 -0.073
C 5.044 0.896 -5.330 0.001 -0.010 0.004 -0.075
C 3.930 1.435 -4.711 -0.001 0.001 0.005 0.005
C 3.681 1.035 -3.405 0.017 0.033 0.009 -0.162
H 4.652 4.233 -0.229 -0.003 -0.001 0.004 0.076
H 4.896 3.961 -1.954 0.001 0.002 0.002 0.079
H 4.288 2.666 -0.921 0.001 -0.017 -0.007 0.039
H 2.817 5.316 -1.350 -0.003 0.001 -0.004 0.105
H 2.149 3.893 -0.580 0.005 0.000 -0.002 0.098
H 2.987 3.927 -3.514 0.002 -0.006 -0.001 0.104
H 1.403 4.459 -2.992 0.003 0.001 0.000 0.118
H 1.195 2.178 -3.747 -0.005 0.005 -0.015 0.111
H 0.870 2.253 -2.036 -0.008 0.015 0.006 0.022
H 5.143 -1.641 -0.876 0.000 -0.002 -0.014 0.119
H 3.701 -1.365 0.098 -0.023 -0.010 0.009 0.085
H 5.571 -0.630 1.422 -0.001 0.000 -0.001 0.123
H 4.627 0.763 0.940 0.003 -0.003 -0.001 0.088
H 6.909 1.411 0.663 0.001 -0.003 0.000 0.111
H 6.328 1.139 -0.956 0.003 -0.002 0.002 0.093
H 8.016 -0.806 0.714 0.001 -0.002 0.000 0.077
H 8.566 0.106 -0.692 0.002 -0.001 0.002 0.075
H 7.400 -1.195 -0.886 0.003 0.004 0.005 0.051
H 6.277 -1.109 -2.859 -0.005 0.005 -0.002 0.103
H 6.745 -0.406 -5.181 0.002 0.001 -0.001 0.106
H 5.275 1.180 -6.348 0.002 0.002 -0.002 0.105
H 3.279 2.129 -5.223 0.001 0.006 -0.001 0.117
Se -1.451 0.722 -2.557 -0.116 -0.024 0.033 0.021
C -4.880 -2.738 3.779 -0.003 -0.005 -0.001 -0.027
C -3.507 -2.141 3.504 0.007 0.013 0.012 -0.638
C -2.951 -1.487 4.762 -0.009 -0.007 0.001 -0.038
C -2.547 -3.209 2.995 -0.002 0.008 -0.006 -0.020
O -3.708 -1.173 2.465 0.005 -0.017 0.014 -0.140
Si -2.951 0.224 2.079 -0.103 0.094 -0.136 -0.123
S -0.888 0.002 1.774 -0.220 -0.081 -0.153 0.282
O -3.276 1.320 3.250 0.046 -0.004 0.023 -0.151
C -2.556 2.380 3.905 -0.028 0.003 0.010 -0.640
C -1.817 3.263 2.905 0.000 -0.001 -0.013 -0.033
C -3.618 3.188 4.641 0.010 -0.006 0.003 -0.027
C -1.573 1.780 4.903 0.011 0.015 0.007 -0.041
O -3.625 0.656 0.639 -0.057 0.011 0.134 -0.184
C -4.889 1.327 0.424 0.029 0.010 -0.001 -0.617
C -5.266 1.118 -1.035 0.004 0.001 0.004 -0.036
C -5.966 0.743 1.332 -0.009 0.017 -0.011 -0.027
C -4.706 2.816 0.686 -0.007 -0.005 -0.013 -0.022
H -4.813 -3.527 4.530 -0.002 -0.001 0.000 0.087
H -5.289 -3.162 2.860 0.000 0.000 0.000 0.083
H -5.562 -1.966 4.138 0.000 -0.001 0.000 0.088
H -2.864 -2.229 5.558 -0.001 -0.002 0.001 0.093
H -3.608 -0.684 5.098 0.003 -0.001 -0.003 0.086
H -1.959 -1.073 4.574 -0.001 0.001 -0.001 0.069
H -2.353 -3.953 3.770 -0.004 0.002 0.007 0.095
H -1.600 -2.757 2.696 0.006 -0.003 -0.002 0.063
H -2.976 -3.719 2.133 -0.002 0.001 0.011 0.071
H -2.510 3.725 2.203 -0.002 -0.005 -0.008 0.073
H -1.082 2.687 2.343 -0.007 0.012 0.005 0.047
H -1.296 4.058 3.443 -0.001 0.008 0.002 0.090
H -4.331 3.615 3.935 0.000 0.001 -0.001 0.078
H -3.157 4.002 5.202 0.000 0.002 0.001 0.088
H -4.162 2.547 5.335 0.001 -0.001 0.001 0.088
H -0.834 1.163 4.391 0.000 -0.001 0.002 0.055
H -2.098 1.170 5.638 0.000 -0.003 -0.003 0.078
H -1.047 2.579 5.431 0.000 0.001 0.000 0.089
H -5.574 0.087 -1.207 0.016 -0.027 -0.013 0.063
H -4.419 1.358 -1.680 0.002 -0.001 -0.001 0.054
H -6.105 1.765 -1.295 0.000 -0.004 -0.005 0.090
H -6.044 -0.335 1.181 0.000 -0.003 0.003 0.087
H -6.929 1.203 1.099 0.001 -0.003 0.006 0.092
H -5.740 0.930 2.383 0.008 0.001 0.002 0.081
H -3.877 3.196 0.088 0.000 0.005 0.004 0.099
H -4.502 2.994 1.740 0.010 0.003 0.007 0.054
H -5.614 3.359 0.415 0.001 -0.001 0.002 0.090
```
Positions in Å, forces in eV/Å.

Properties
* energy relative to the best compared isomer or geometry (same formula, charge and spin): 0.127 eV
* E: -207739.151 eV
* net charge: 0

***

Record 2
ORCA calculation (ωB97M-V/def2-TZVPD) on the molecule C4H4BrCl3O in a non-equilibrium geometry.

The geometry in XYZ format:
```
13
Properties=species:S:1:pos:R:3:forces:R:3:lowdin_charge:R:1
C 0.070 -0.024 0.269 -0.881 0.113 -2.201 -0.773
C 1.491 0.246 0.310 0.613 0.024 0.025 -1.194
C -0.396 -1.274 -0.363 2.298 -2.145 0.191 -0.117
C -0.880 1.097 0.068 -2.459 1.457 0.205 -0.875
O 0.767 -0.112 1.430 1.151 0.460 2.665 0.002
Cl 2.133 1.868 0.226 0.125 -0.243 0.067 0.699
Cl -2.549 0.792 0.917 1.364 -0.089 -0.432 0.518
Cl -1.237 1.187 -1.699 0.358 0.452 0.745 0.626
Br 2.639 -1.148 -0.315 0.547 0.373 -0.051 0.817
H -1.441 -1.166 -0.327 -1.442 -0.699 -1.009 0.021
H -0.110 -2.125 0.335 -0.373 0.952 -0.933 0.119
H 0.193 -1.442 -1.344 -1.792 0.195 1.337 0.092
H -0.681 2.101 0.493 0.491 -0.850 -0.609 0.066
```
Positions in Å, forces in eV/Å.

Properties
* energy relative to the best compared isomer or geometry (same formula, charge and spin): 0.000 eV
* SMILES string: C[C@@]1(C(Cl)Cl)O[C@@]1(Cl)Br
* E: -113868.468 eV
* net charge: 0

***

Record 3
ORCA calculation (ωB97M-V/def2-TZVPD) on a cluster of 2 separate species, C6H7N2O in total in a non-equilibrium geometry.

The geometry in XYZ format:
```
16
Properties=species:S:1:pos:R:3:forces:R:3:lowdin_charge:R:1
C 0.977 -1.784 0.050 -1.467 -0.886 -3.189 -0.029
C 0.370 -1.226 -1.137 0.914 0.432 1.320 0.016
C 0.816 -1.098 1.210 0.910 1.526 2.066 -0.016
C -0.217 0.039 -1.060 0.391 -2.496 -2.412 -0.074
C 0.368 0.257 1.147 -1.678 -1.445 1.166 0.033
C -3.236 -0.234 -0.428 -0.333 -0.096 0.180 0.019
N -0.284 0.733 0.065 2.645 -1.317 1.022 -0.169
N -0.788 1.948 0.085 2.049 2.386 4.841 0.153
O -4.112 -0.730 0.070 0.205 0.100 -0.152 0.086
H 1.387 -2.801 -0.067 -0.101 0.679 0.580 0.134
H 0.405 -1.692 -2.147 0.022 0.224 1.128 0.139
H 1.138 -1.558 2.208 -0.418 1.075 -1.580 0.158
H -0.577 0.351 -2.034 -0.453 0.971 0.611 0.146
H 0.149 0.898 2.007 0.685 -0.554 0.003 0.146
H -1.350 2.117 -0.632 -3.054 1.391 -3.430 0.055
H -0.664 2.617 0.924 -0.317 -1.987 -2.153 0.203
```
Positions in Å, forces in eV/Å.

Properties
* energy relative to the best compared isomer or geometry (same formula, charge and spin): 0.774 eV
* E: -11354.246 eV
* net charge: +1

***

Record 4
ORCA calculation (ωB97M-V/def2-TZVPD) on a structure of composition C10H34B2N2O3Sn in a non-equilibrium geometry.

The geometry in XYZ format:
```
52
Properties=species:S:1:pos:R:3:forces:R:3:lowdin_charge:R:1
Sn 19.875 16.768 3.107 1.958 -0.900 1.676 1.627
B 21.715 14.166 3.081 -2.317 -0.483 1.421 -0.490
H 22.379 15.081 3.291 -1.716 -0.076 2.116 -0.058
H 21.416 14.023 1.977 -1.249 -0.407 -1.324 -0.023
H 22.199 13.189 3.432 1.090 -1.331 0.535 0.005
H 20.742 14.211 3.714 -2.052 0.207 1.128 -0.061
B 21.158 16.443 6.225 -0.427 0.547 0.400 -0.439
H 21.893 15.950 6.955 1.115 -0.994 0.977 -0.044
H 20.070 16.171 6.488 -1.787 -0.753 0.205 -0.056
H 21.224 17.580 6.394 0.195 1.891 0.150 -0.077
H 21.495 16.128 5.161 0.207 -0.186 -2.165 -0.079
C 16.383 17.858 2.338 -0.736 -0.011 0.404 -0.099
O 17.681 18.401 2.192 -0.579 -0.409 0.059 -0.343
C 17.862 19.147 1.000 0.907 0.322 0.585 -0.199
C 19.280 19.661 1.141 0.348 -0.428 -2.454 -0.191
N 20.254 18.564 1.075 0.671 0.332 1.442 -0.113
C 21.651 18.963 1.266 0.701 -0.885 0.098 -0.203
C 22.545 17.773 0.905 -0.580 -0.262 1.601 -0.173
O 22.191 16.671 1.769 -1.591 1.075 -0.394 -0.329
C 23.058 15.560 1.779 4.693 1.290 -2.011 -0.240
H 15.724 18.668 2.656 -0.292 -0.165 -0.058 0.097
H 16.350 17.059 3.081 0.496 0.295 0.332 0.090
H 15.959 17.356 1.463 0.360 0.419 -0.475 0.095
H 17.333 20.102 0.911 -1.036 -0.430 0.295 0.134
H 17.620 18.468 0.182 0.320 0.343 -0.476 0.133
H 19.290 20.313 2.013 0.600 -0.640 0.282 0.114
H 19.515 20.355 0.325 -0.274 0.091 -0.201 0.129
H 20.243 17.983 0.246 -0.809 0.310 -0.311 0.125
H 21.762 19.221 2.319 0.204 0.192 -0.313 0.088
H 22.053 19.757 0.627 -0.642 0.400 -0.085 0.130
H 23.575 18.044 1.138 0.137 -0.004 -0.488 0.130
H 22.375 17.525 -0.146 0.364 -0.231 -0.101 0.130
H 23.483 15.479 2.781 0.993 0.221 -1.284 0.081
H 23.905 15.814 1.131 0.082 0.330 -0.714 0.099
H 22.622 14.607 1.489 0.696 0.927 -0.408 0.037
C 18.106 20.773 5.333 0.144 0.597 -0.239 -0.050
C 19.117 19.789 4.727 -0.771 -0.091 0.742 -0.399
C 20.617 20.010 5.013 -0.647 -0.807 0.802 -0.179
O 21.308 19.019 4.294 0.685 -0.040 -1.104 -0.336
C 22.710 19.030 4.584 0.051 0.146 1.146 -0.080
N 18.753 18.420 5.159 0.249 -0.038 -0.772 0.012
H 17.084 20.610 4.979 0.182 -0.330 -0.539 0.072
H 18.364 21.781 4.998 -0.057 0.184 0.449 0.079
H 17.944 20.710 6.411 0.778 0.138 0.139 0.084
H 18.935 19.840 3.653 0.279 -0.129 0.180 0.078
H 20.835 19.777 6.061 -0.294 0.352 0.271 0.128
H 21.024 21.001 4.795 -0.335 0.178 -0.255 0.133
H 22.893 18.694 5.608 -0.306 -0.553 -0.083 0.088
H 23.116 20.045 4.629 -0.149 0.205 -0.782 0.094
H 23.259 18.384 3.905 -0.217 0.029 -0.172 0.096
H 19.067 18.252 6.111 0.443 -0.382 -0.099 0.073
H 17.742 18.354 5.187 -0.086 -0.060 -0.127 0.079
```
Positions in Å, forces in eV/Å.

Properties
* energy relative to the best compared isomer or geometry (same formula, charge and spin): 3.303 eV
* E: -27218.348 eV
* net charge: 0

***

Record 5
ORCA calculation (ωB97M-V/def2-TZVPD) on the molecule C2H3N5O in a non-equilibrium geometry.

The geometry in XYZ format:
```
11
Properties=species:S:1:pos:R:3:forces:R:3:lowdin_charge:R:1
C 1.862 -0.588 -0.598 -2.471 0.406 1.995 -0.145
C 0.132 -0.349 0.928 -1.156 -0.027 -0.814 -0.492
H -2.298 0.123 0.788 0.646 -1.116 0.701 0.083
H -2.091 1.550 0.220 -0.130 0.896 -0.277 0.093
H 2.829 -1.046 -0.833 -0.436 0.438 -0.166 0.118
N -1.911 0.592 -0.004 -0.291 1.204 -1.259 0.110
N -0.538 0.449 -0.142 0.957 -2.103 0.805 -0.098
N -0.031 0.545 -1.350 1.307 -0.017 1.060 0.088
N 1.229 0.199 -1.506 -0.572 0.126 -1.306 0.011
N 1.290 -0.905 0.556 2.281 -0.292 -0.895 0.146
O -0.474 -0.569 1.941 -0.135 0.486 0.156 0.087
```
Positions in Å, forces in eV/Å.

Properties
* energy relative to the best compared isomer or geometry (same formula, charge and spin): 3.162 eV
* SMILES string: Nn1nncnc1=O
* E: -11617.668 eV
* net charge: 0

***

Number 3 is which compound? C6H7N2O

***

What is the energy relative to the best compared isomer or geometry (same formula, charge and spin) in the first record? 0.127 eV

***

Number 1 is which compound? C39H59N5O4SSe2SiZr